No. 1
This record from the Open Molecules 2025 dataset describes 2 unconnected molecules or ions with the total composition C5H5IN2O in a non-equilibrium geometry. The level of theory is the ωB97M-V functional and the def2-TZVPD basis.

Structure (ORCA input):
```
! RIJCOSX wB97M-V def2-TZVPD def2/J DEFGRID3
* xyz 0 1
C -1.07 -0.77 -2.30
C -0.27 0.19 -0.56
C 2.69 -0.35 0.40
C 0.20 1.12 0.35
C -0.01 0.85 1.81
N -1.53 -1.40 -1.29
N -1.03 -0.90 -0.19
O -0.23 0.27 -1.90
I 1.71 -2.09 0.45
H -1.42 -1.07 -3.35
H 1.06 1.73 0.06
H -0.08 -0.21 2.00
H 0.84 1.33 2.45
H -0.88 1.30 2.08
*
```

Summary:
- E_HOMO (alpha / beta): -8.2 / -8.2 eV
- Kohn-Sham gap (alpha / beta): 0.2671 / 0.2478 hartree
- Relative energy (zero: lowest compared OMol25 entry of this formula, charge and spin): 684.0 kJ/mol
- E_LUMO (alpha / beta): -0.0348 / -0.0552 Eh
- Molar mass: 236.0 g mol⁻¹

Results of the natural (NBO) charge analysis, in e, for atoms 1 through 6: C 0.268; C 0.346; C -0.240; C -0.142; C -0.650; N -0.288



No. 2
This record from the Open Molecules 2025 dataset describes 2 unconnected molecules or ions with the total composition C5H5N in a non-equilibrium geometry. The level of theory is the ωB97M-V functional and the def2-TZVPD basis.

Structure (ORCA input):
```
! RIJCOSX wB97M-V def2-TZVPD def2/J DEFGRID3
* xyz 0 1
C 0.00 1.55 -0.51
C -0.91 0.66 -0.45
C 2.05 -0.18 0.16
N 1.85 0.96 -0.01
C -0.66 -0.83 0.09
C -1.43 -1.58 0.75
H 0.31 2.52 -0.83
H -1.93 0.77 -0.79
H 0.52 -0.97 0.03
H 2.61 -1.02 0.53
H -2.41 -1.86 1.05
*
```

Summary:
- E_HOMO (alpha / beta): -6.9 / -8.0 eV
- Kohn-Sham gap (alpha / beta): 0.2551 / 0.3031 hartree
- Relative energy (zero: lowest compared OMol25 entry of this formula, charge and spin): 764.5 kJ/mol
- E_LUMO (alpha / beta): 0.0014 / 0.0109 Eh
- Molar mass: 79.1 g mol⁻¹

Results of the natural (NBO) charge analysis, in e, for atoms 1 through 6: C -0.032; C -0.293; C 0.029; N -0.338; C -0.321; C -0.158



No. 3
This record from the Open Molecules 2025 dataset describes a single C5H5N molecule in a non-equilibrium geometry. The level of theory is the ωB97M-V functional and the def2-TZVPD basis.

Structure (ORCA input):
```
! RIJCOSX wB97M-V def2-TZVPD def2/J DEFGRID3
* xyz 0 1
C -1.87 -0.54 0.06
C -0.40 -0.29 -0.07
C 0.80 -0.17 -0.18
C 2.17 0.03 -0.02
C 3.38 0.20 0.09
H -2.45 1.22 -0.78
H -2.95 1.13 0.92
H -2.26 -1.32 -0.59
H -1.86 -1.04 1.08
H 4.37 0.50 0.21
N -2.76 0.59 -0.02
*
```

Summary:
- E_HOMO: -9.3 eV
- Kohn-Sham gap: 0.3704 hartree
- Relative energy (zero: lowest compared OMol25 entry of this formula, charge and spin): 384.2 kJ/mol
- E_LUMO: 0.0303 Eh
- Molar mass: 79.1 g mol⁻¹
- Structure (SMILES): C#CC#CCN

Results of the natural (NBO) charge analysis, in e, for atoms 1 through 6: C -0.297; C 0.070; C -0.118; C -0.072; C -0.173; H 0.372



Question: Among the records above, which one has the lowest relative energy (zero: lowest compared OMol25 entry of this formula, charge and spin)?
Answer: number 3



Question: What is the molar mass in the second record?
Answer: 79.1 g mol⁻¹



Question: Which value of relative energy (zero: lowest compared OMol25 entry of this formula, charge and spin) does entry 2 give?
Answer: 764.5 kJ/mol



Question: Look up the relative energy (zero: lowest compared OMol25 entry of this formula, charge and spin) of the first one.
Answer: 684.0 kJ/mol